# C26H36BClF4N7O4RbSi

C26H36BClF4N7O4RbSi as an isolated structure at a distorted geometry (ωB97M-V/def2-TZVPD, the OMol25 dataset).

- energy relative to the best compared isomer or geometry (same formula, charge and spin) (eV) = 0.924
- gap between HOMO and LUMO (eV) = 5.355
- charge = -2

The geometry in XYZ format:
```
81
C26H36BClF4N7O4RbSi ωB97M-V/def2-TZVPD
Rb 0.45918 0.41495 0.45140
O 2.91186 -1.21730 0.10015
C 3.25694 -2.15023 0.85491
C 3.55265 -2.01047 2.34455
C 4.61045 -2.75239 2.78093
C 5.07039 -2.60648 4.07753
C 4.45968 -1.78456 4.99057
C 3.41172 -1.00198 4.58083
C 2.86766 -1.06015 3.22562
O 1.94281 -0.27986 2.90818
N 6.28053 -3.28025 4.38229
O 6.91335 -3.79909 3.40410
O 6.56660 -3.35229 5.58279
H 3.45089 -3.18055 0.43778
H 5.10175 -3.54781 2.15219
H 4.86521 -1.79067 6.01127
H 2.91327 -0.26585 5.20213
C -0.04838 2.10274 4.30307
C -1.20740 2.49429 3.42795
C -2.15623 3.48915 3.86025
C -3.20982 3.82435 3.01305
C -3.33498 3.19632 1.80569
C -2.41420 2.14061 1.40987
N -1.36005 1.86228 2.27428
N -2.64796 1.47431 0.28012
Si -3.75179 1.79885 -0.98487
C -5.57574 1.93122 -0.60324
C -3.24545 3.41552 -1.87865
C -3.52352 0.41926 -2.26041
H -0.38584 2.11846 5.35953
H 0.70616 2.88470 4.21439
H 0.38421 1.13631 4.04609
H -2.06943 3.89361 4.88683
H -3.96329 4.52866 3.31037
H -4.19875 3.39063 1.16768
H -5.86072 2.61924 0.24759
H -6.05442 0.97240 -0.38909
H -6.09510 2.31514 -1.52389
H -3.08123 4.18595 -1.10700
H -3.99548 3.84198 -2.58304
H -2.29606 3.24220 -2.44487
H -3.95353 -0.53937 -1.88244
H -2.47641 0.29026 -2.40607
H -3.99377 0.67015 -3.22604
C 2.58770 0.92692 -2.75603
N 1.74483 0.33746 -3.80080
C 1.86462 0.88345 -5.14709
C 0.70012 -0.47578 -3.41674
N 0.12607 -0.33275 -2.24576
N 0.20268 -1.34974 -4.35656
C -1.00350 -2.11372 -4.08518
C 0.97691 -1.94153 -5.42271
H 3.62816 0.90382 -3.11867
H 2.52634 0.30860 -1.86318
H 2.27201 1.93094 -2.47983
H 2.70550 0.43545 -5.69123
H 2.14170 1.94374 -5.01944
H 0.93633 0.78022 -5.70623
H -0.42681 -1.18057 -2.03087
H -1.78371 -1.48737 -3.66300
H -0.88360 -2.96335 -3.38396
H -1.40927 -2.57036 -5.00095
H 2.02527 -1.75204 -5.28502
H 0.64053 -1.60091 -6.40981
H 0.80680 -3.02979 -5.46667
Cl -1.49484 -5.88087 0.45963
C -1.80466 -4.27377 0.98215
C -2.95282 -3.84759 1.69958
C -3.17300 -2.50833 1.92092
C -2.28823 -1.58695 1.33858
N -1.23858 -1.97055 0.64905
C -0.93511 -3.26432 0.54582
H -3.62009 -4.60611 2.11635
H -4.03408 -2.17124 2.47134
H -2.46113 -0.52788 1.45053
H 0.02064 -3.51070 0.07841
F 2.99388 4.52968 0.09773
B 2.97808 3.29356 -0.58625
F 2.03789 2.39396 -0.04705
F 4.25285 2.68623 -0.68901
F 2.51474 3.55794 -1.94237
```

---

# C26H36BIrN2O6S

C26H36BIrN2O6S as an isolated structure at a distorted geometry (ωB97M-V/def2-TZVPD, the OMol25 dataset).

- energy relative to the best compared isomer or geometry (same formula, charge and spin) (eV) = 3.340
- multiplicity = 2
- gap between HOMO and LUMO (spin up / spin down) (eV) = 7.241 / 6.369
- charge = +1

The geometry in XYZ format:
```
73
C26H36BIrN2O6S ωB97M-V/def2-TZVPD
Ir -0.09192 0.64381 1.05103
C 3.11649 1.99088 -1.76574
C 3.56824 1.32720 -0.49605
C 4.86035 0.81426 -0.39332
C 5.26562 0.11056 0.72679
C 4.37552 -0.13597 1.76436
C 3.09518 0.38509 1.71314
C 2.08495 0.13711 2.79546
C 2.73143 1.16118 0.60965
N 1.42926 1.71990 0.62989
C 1.01054 3.05100 0.89738
C 2.09873 4.09106 0.82318
C -1.15162 2.90364 -0.32372
C -2.12466 3.79541 -1.00235
N -1.41120 1.67314 -0.01637
C -2.65811 1.00495 -0.28447
C -3.74194 1.20917 0.57738
C -3.64768 2.05613 1.81404
C -4.93059 0.56368 0.25130
C -5.01736 -0.25407 -0.86317
C -3.91361 -0.45206 -1.67900
C -2.70722 0.17852 -1.40709
C -1.53589 0.00093 -2.32509
H 3.61499 1.53384 -2.61917
H 3.36219 3.05326 -1.78706
H 2.03882 1.89739 -1.89988
H 5.54732 0.95690 -1.21791
H 6.27350 -0.27827 0.78168
H 4.67914 -0.73188 2.61516
H 2.37960 -0.69383 3.43365
H 1.09690 -0.20555 2.38428
H 1.89525 1.01858 3.40858
H 2.92077 3.80133 1.47368
H 1.69448 5.04527 1.15900
H 2.44458 4.19183 -0.20016
H -1.61387 4.30318 -1.81988
H -2.42840 4.55442 -0.27825
H -2.99281 3.25382 -1.36393
H -2.88960 1.68347 2.50212
H -4.60487 2.06261 2.32992
H -3.37563 3.09017 1.59592
H -5.79551 0.71059 0.88499
H -5.95499 -0.73880 -1.10062
H -3.98781 -1.09226 -2.54870
H -1.68897 -0.86780 -2.96219
H -0.59565 -0.13733 -1.78702
H -1.40743 0.87203 -2.97304
O 1.24138 3.37536 3.50017
S 0.17314 3.19901 2.57021
O -0.83719 4.19946 2.42477
O -0.46682 1.80819 2.75444
O 0.02669 3.45396 -0.12960
C 0.68389 -4.12605 -0.61129
C 0.19469 -3.59252 0.72224
C 0.65642 -4.46683 1.86890
O 0.83195 -2.26252 0.88781
B -0.12853 -1.37770 0.56517
O -1.37152 -1.84221 0.30084
C -1.33883 -3.25582 0.74971
C -2.17864 -4.05552 -0.22331
C -1.94525 -3.26824 2.14059
H 1.77228 -4.15938 -0.59979
H 0.36966 -3.49086 -1.44015
H 0.31054 -5.13493 -0.78599
H 1.71702 -4.68767 1.75632
H 0.11321 -5.41306 1.86403
H 0.50506 -3.98332 2.83118
H -1.85134 -3.91609 -1.25069
H -3.21988 -3.74404 -0.14537
H -2.12385 -5.11794 0.01959
H -1.37179 -2.65381 2.83716
H -1.99430 -4.28133 2.53779
H -2.95771 -2.86885 2.08810
```

---

# C26H36BN3O9

A 5-piece molecular cluster, C26H36BN3O9 overall (ωB97M-V/def2-TZVPD, the OMol25 dataset).

- SMILES = CB(O)c1cnc2ccc(CN)cc2n1.O=C1CCCO1.O=C1CCCO1.O=C1CCCO1.O=C1CCCO1
- gap between HOMO and LUMO (eV) = 9.080

The geometry in XYZ format:
```
75
C26H36BN3O9 ωB97M-V/def2-TZVPD
C -2.19777 5.67147 -2.53761
B -2.75669 4.45871 -1.72171
O -3.93713 4.54304 -1.02084
C -1.98888 3.06832 -1.63485
C -1.93163 2.17174 -2.74313
N -1.37738 0.99604 -2.69556
C -0.82058 0.64994 -1.50076
C -0.20915 -0.60958 -1.34719
C 0.33708 -0.96498 -0.16067
C 0.31145 -0.08832 0.95133
C 0.92885 -0.51832 2.25224
N 2.38776 -0.72037 2.10810
C -0.27266 1.13338 0.81757
C -0.84759 1.53604 -0.40258
N -1.44407 2.75847 -0.48407
H -2.71606 5.73461 -3.49612
H -2.39405 6.59073 -1.98738
H -1.12920 5.58080 -2.72022
H -4.67893 4.10152 -1.45695
H -2.38204 2.46998 -3.68448
H -0.19103 -1.27437 -2.19868
H 0.80615 -1.93358 -0.05944
H 0.70947 0.23853 3.00417
H 0.45614 -1.43982 2.59489
H 2.86730 -0.12423 2.77087
H 2.61155 -1.66534 2.39070
H -0.31385 1.83012 1.64405
O -7.20748 -0.59802 1.42607
C -6.16285 -0.14208 1.06660
O -5.42505 -0.72258 0.08610
C -4.18207 -0.01675 -0.08783
C -4.43340 1.37825 0.46901
C -5.44638 1.09652 1.57606
H -3.39884 -0.54500 0.46174
H -3.92925 -0.02073 -1.14664
H -3.52261 1.87246 0.79544
H -4.89593 2.00563 -0.29338
H -4.96923 0.84446 2.52510
H -6.15539 1.90303 1.73749
O -6.95359 3.77155 -1.90200
C -6.78910 2.66407 -2.32350
O -5.54942 2.10988 -2.36662
C -5.59829 0.80774 -2.98591
C -7.04540 0.35371 -2.82786
C -7.80215 1.68358 -2.87287
H -5.30837 0.91834 -4.03269
H -4.87953 0.16437 -2.48522
H -7.34813 -0.35954 -3.59054
H -7.17939 -0.11436 -1.85209
H -8.05034 1.98919 -3.89071
H -8.70312 1.69763 -2.26691
O 5.17037 0.72798 2.34484
C 5.54623 0.09085 1.40485
O 5.56488 -1.25903 1.40140
C 6.15280 -1.75109 0.18271
C 6.00557 -0.61291 -0.82123
C 6.08172 0.61595 0.08606
H 7.20085 -1.98635 0.38507
H 5.64177 -2.66447 -0.10493
H 6.75679 -0.64054 -1.60749
H 5.02156 -0.66350 -1.28793
H 7.10762 0.95162 0.24736
H 5.47954 1.45213 -0.25631
O 5.95045 -5.01143 0.85982
C 6.55784 -5.08735 1.88660
O 6.10868 -5.80923 2.93786
C 6.97586 -5.64192 4.07264
C 8.31545 -5.20140 3.49118
C 7.87142 -4.42133 2.25477
H 6.53968 -4.88405 4.72638
H 7.02161 -6.58677 4.60754
H 8.91348 -4.62643 4.19441
H 8.89308 -6.07564 3.18919
H 7.66321 -3.37372 2.48180
H 8.56780 -4.47730 1.42285
```